C4H8N2 | ωB97M-V with the def2-TZVPD basis set

Calculated values
HOMO-LUMO gap (eV): 8.53
HOMO energy (eV): -7.88
LUMO (eV): 0.65

Positions of all 14 atoms, in Å:
C  -1.578  0.402  0.985
N  -0.648  0.656  -0.108
C  0.325  -0.523  -0.516
C  1.587  0.062  -1.093
C  0.460  -1.481  0.526
N  0.521  -2.294  1.358
H  -2.112  -0.527  0.773
H  -2.296  1.223  1.049
H  -1.049  0.280  1.935
H  -0.169  1.555  -0.074
H  -0.812  0.043  -1.062
H  2.233  -0.749  -1.441
H  1.373  0.693  -1.964
H  2.165  0.661  -0.368

Here are the Mulliken charges for atoms 1 to 5, given in e: -0.91, -0.12, -0.12, -1.33, 0.15

---

C7H23F2N7O4Sr | ωB97M-V with the def2-TZVPD basis set

Calculated values
HOMO-LUMO gap (eV): 8.33
HOMO energy (eV): -8.30
LUMO (eV): 0.03

Positions of all 44 atoms, in Å:
Sr  0.596  0.414  0.030
F  2.500  0.114  1.802
F  -1.740  1.109  -0.017
C  0.607  -4.318  1.509
C  0.254  -2.824  1.359
C  -0.086  -2.057  2.641
O  -0.597  -0.802  2.256
C  -1.109  -0.142  3.390
N  1.270  -2.091  0.592
H  1.332  -4.709  2.223
H  0.786  -4.849  0.570
H  -0.343  -4.801  1.777
H  -0.669  -2.814  0.772
H  0.748  -1.987  3.343
H  -0.856  -2.704  3.083
H  -1.871  -0.784  3.849
H  -1.603  0.811  3.216
H  -0.333  0.009  4.147
H  1.595  -2.780  -0.079
H  2.068  -1.898  1.203
C  0.126  3.111  1.997
O  0.799  2.820  1.004
N  0.565  2.887  3.250
N  -1.057  3.756  1.879
H  1.423  2.354  3.296
H  0.119  3.299  4.045
H  -1.417  4.273  2.659
H  -1.370  3.900  0.935
C  -0.535  -1.155  -3.105
O  0.007  -0.973  -2.014
N  -1.881  -1.222  -3.233
N  0.200  -1.299  -4.241
H  -2.304  -1.348  -4.134
H  -2.403  -0.732  -2.520
H  1.185  -1.140  -4.241
H  -0.350  -1.560  -5.040
C  0.543  2.452  -2.955
O  0.449  2.252  -1.756
N  1.414  1.836  -3.789
N  -0.308  3.301  -3.658
H  1.955  1.112  -3.347
H  1.366  1.915  -4.783
H  -0.094  3.326  -4.633
H  -0.981  3.939  -3.282

Here are the Mulliken charges for atoms 1 to 5, given in e: 1.77, -0.89, -0.93, -1.60, 0.24

---

C17H32MnN3O3PS2 | ωB97M-V with the def2-TZVPD basis set

Calculated values
HOMO-LUMO gap (alpha / beta) (eV): 7.18 / 7.34
<S²>: 1.2376
HOMO energy (alpha / beta) (eV): -6.79 / -6.95
LUMO (alpha / beta) (eV): 0.39 / 0.39
Multiplicity: 2

Positions of all 59 atoms, in Å:
Mn  -0.749  1.124  1.267
S  1.064  -0.067  0.833
C  1.729  -0.431  2.419
C  2.860  -1.236  2.537
C  3.378  -1.547  3.784
C  2.763  -1.057  4.930
C  1.635  -0.260  4.824
C  1.103  0.057  3.574
S  -0.324  1.088  3.456
H  3.329  -1.613  1.636
H  4.260  -2.170  3.861
H  3.163  -1.298  5.907
H  1.147  0.124  5.711
C  -2.897  4.465  -1.836
N  -2.403  4.105  -0.516
C  -3.353  3.356  0.285
C  -1.070  3.965  -0.273
N  -0.613  2.990  0.458
N  -0.246  4.901  -0.840
C  1.183  4.651  -0.869
C  -0.607  6.312  -0.827
H  -3.283  3.576  -2.344
H  -2.103  4.889  -2.442
H  -3.707  5.192  -1.750
H  -4.294  3.907  0.306
H  -2.980  3.264  1.304
H  -3.536  2.359  -0.120
H  0.340  3.189  0.749
H  1.669  4.870  0.089
H  1.626  5.296  -1.627
H  1.377  3.614  -1.137
H  -1.661  6.435  -0.601
H  -0.396  6.768  -1.796
H  -0.029  6.841  -0.064
C  -5.833  0.553  0.373
C  -4.468  0.050  0.785
O  -3.612  0.068  -0.360
P  -2.014  -0.240  -0.106
O  -1.553  -0.374  -1.625
C  -2.174  -1.267  -2.569
C  -3.085  -0.510  -3.511
O  -2.201  -1.763  0.386
C  -1.523  -2.429  1.464
C  -2.345  -2.367  2.733
H  -6.504  0.553  1.233
H  -6.257  -0.092  -0.397
H  -5.773  1.568  -0.019
H  -4.530  -0.970  1.168
H  -4.040  0.675  1.579
H  -2.713  -2.047  -2.031
H  -1.351  -1.729  -3.113
H  -3.906  -0.052  -2.961
H  -3.495  -1.195  -4.255
H  -2.529  0.271  -4.031
H  -0.543  -1.973  1.607
H  -1.389  -3.458  1.129
H  -2.402  -1.339  3.094
H  -1.864  -2.965  3.508
H  -3.350  -2.759  2.567

Here are the Mulliken charges for atoms 1 to 5, given in e: 0.03, -0.40, 0.40, -0.67, -0.50

---

The calculation returns the following energy above the lowest of the compared OMol25 structures with the same formula, charge and spin values, one per record and in order: 81.7, 8.8, 0.0 kcal/mol.